The following is a quantum chemistry calculation of a 12-piece molecular cluster, C56H114N6O20 overall in a non-equilibrium geometry, from OMol25.

For the calculated total energy, the calculation gives -109797.4825 eV. The calculation puts the largest force on an atom at 9.17 eV/A. Its spin multiplicity is 2. The net charge is -1. The LUMO energy (spin up / spin down) comes out at -0.0984 / -0.0984 hartree. The energy above the lowest of the compared OMol25 structures with the same formula, charge and spin is 144.2 kJ/mol. For the HOMO energy (spin up / spin down), the calculation gives -4.5 / -4.5 eV. Its frontier orbital gap (spin up / spin down) is 1.812 / 1.813 eV.

Geometry (Å):
C (3.4608, 4.8866, 1.7877)
C (2.8425, 5.3164, 0.4558)
C (1.4138, 5.8235, 0.8029)
C (1.1838, 7.1683, 1.5854)
C (1.7279, 8.3343, 0.7910)
C (3.1474, 8.1253, 0.2209)
N (3.5598, 6.6453, -0.0945)
O (4.8509, 6.4492, -0.6562)
C (3.9964, 8.7608, 1.2502)
C (3.0632, 8.8998, -1.0937)
C (2.8374, 4.2803, -0.5747)
H (2.8201, 4.3344, 2.4752)
H (3.7369, 5.8299, 2.2591)
H (4.3666, 4.3143, 1.5873)
H (0.8337, 5.0390, 1.2888)
H (0.7666, 5.8056, -0.0739)
H (1.5621, 7.2431, 2.6049)
H (0.1139, 7.3603, 1.6661)
H (1.6439, 9.2407, 1.3906)
H (1.0129, 8.5750, 0.0043)
H (3.8445, 8.2394, 2.1953)
H (3.8063, 9.8239, 1.3981)
H (5.0526, 8.6134, 1.0249)
H (4.0822, 9.0955, -1.4275)
H (2.5971, 9.8850, -1.0816)
H (2.5072, 8.4933, -1.9385)
H (3.7476, 3.7249, -0.8012)
H (2.4912, 4.7082, -1.5155)
H (2.2189, 3.4338, -0.2763)
C (3.7161, -5.3069, -2.1947)
C (4.5475, -4.6570, -1.1063)
C (3.5501, -3.4967, -0.4360)
C (3.9067, -3.0968, 0.9035)
C (4.2147, -4.3048, 1.8775)
C (5.3426, -5.3048, 1.3628)
N (4.8837, -5.7174, -0.0085)
O (5.3502, -6.9489, -0.4707)
C (5.2688, -6.4279, 2.3426)
C (6.7224, -4.6643, 1.4123)
C (5.8865, -4.0970, -1.7275)
H (3.6535, -4.7698, -3.1412)
H (2.6664, -5.4726, -1.9520)
H (4.0782, -6.3131, -2.4059)
H (2.5183, -3.8425, -0.4980)
H (3.7345, -2.6241, -1.0627)
H (3.1666, -2.4813, 1.4150)
H (4.8067, -2.5082, 0.7253)
H (3.2073, -4.6269, 2.1410)
H (4.5028, -3.7309, 2.7583)
H (5.3780, -6.2480, 3.4121)
H (6.0931, -7.1171, 2.1593)
H (4.3570, -7.0043, 2.1864)
H (7.4821, -5.1620, 0.8097)
H (6.9770, -4.7033, 2.4714)
H (6.6508, -3.6161, 1.1220)
H (6.3935, -4.8799, -2.2916)
H (6.5849, -3.7122, -0.9844)
H (5.6183, -3.2386, -2.3433)
C (3.7187, -0.4677, 3.6517)
C (3.9757, -1.1209, 5.0483)
C (3.0668, -2.4000, 5.1940)
N (2.8975, -2.7940, 6.7220)
C (4.2354, -2.9939, 7.4834)
C (2.1719, -4.1674, 6.8607)
C (0.8071, -3.9873, 7.6629)
C (1.1347, -2.7364, 8.3669)
C (1.9162, -1.8123, 7.4598)
H (2.6604, -0.2456, 3.5148)
H (3.9516, -1.2561, 2.9360)
H (4.2468, 0.4737, 3.4999)
H (3.6354, -0.4287, 5.8185)
H (5.0548, -1.2591, 5.1151)
H (3.3971, -3.2799, 4.6419)
H (2.0992, -2.1905, 4.7381)
H (3.8989, -3.4860, 8.3959)
H (4.8992, -2.1328, 7.5606)
H (4.8055, -3.6835, 6.8609)
H (2.8590, -4.8671, 7.3364)
H (1.8617, -4.5101, 5.8736)
H (0.6789, -4.8703, 8.2890)
H (-0.0256, -3.8644, 6.9704)
H (1.6775, -2.9279, 9.2926)
H (0.2260, -2.2002, 8.6406)
H (2.4522, -1.0317, 7.9995)
H (1.3159, -1.3497, 6.6764)
C (-6.2614, 0.9462, 1.3547)
C (-6.4893, 0.6954, -0.1252)
C (-7.1193, -0.7066, -0.4043)
N (-7.4358, -0.8079, -1.9044)
C (-6.3128, -0.5296, -2.9199)
C (-8.7175, 0.0757, -2.2181)
C (-9.4544, -0.6522, -3.3632)
C (-9.0844, -2.1133, -3.2160)
C (-7.9435, -2.2484, -2.1979)
H (-7.2066, 1.0212, 1.8923)
H (-5.7906, 1.9092, 1.5524)
H (-5.5754, 0.1406, 1.6166)
H (-5.5127, 0.5490, -0.5867)
H (-6.9887, 1.5501, -0.5816)
H (-8.0515, -0.7585, 0.1582)
H (-6.5436, -1.5716, -0.0752)
H (-6.1690, 0.5443, -3.0388)
H (-6.8617, -0.7583, -3.8334)
H (-5.4223, -1.1365, -2.7567)
H (-8.4813, 1.1004, -2.5048)
H (-9.2260, 0.2516, -1.2702)
H (-9.2197, -0.1871, -4.3207)
H (-10.5056, -0.3887, -3.2470)
H (-8.7428, -2.4518, -4.1941)
H (-9.8552, -2.8379, -2.9534)
H (-7.1164, -2.8930, -2.4951)
H (-8.2263, -2.6544, -1.2267)
C (-2.4617, 3.6653, -0.3649)
C (-1.5707, 2.6456, 0.4238)
C (-1.5491, 1.2086, -0.3307)
N (-0.5966, 0.2373, 0.3109)
C (-1.2461, -0.1606, 1.7140)
C (-0.3856, -1.0606, -0.5614)
C (1.0324, -1.0657, -1.0899)
C (1.6376, 0.2691, -0.6570)
C (0.8261, 0.7172, 0.5803)
H (-1.9335, 3.9943, -1.2598)
H (-2.6904, 4.5517, 0.2267)
H (-3.3834, 3.2237, -0.7438)
H (-2.0676, 2.4656, 1.3771)
H (-0.6146, 2.9993, 0.8095)
H (-1.1487, 1.3663, -1.3321)
H (-2.5704, 0.8278, -0.3422)
H (-0.7361, -1.0111, 2.1665)
H (-2.3208, -0.3195, 1.6255)
H (-0.9759, 0.6907, 2.3389)
H (-0.6436, -1.9019, 0.0818)
H (-0.9849, -1.2143, -1.4588)
H (1.5879, -1.8880, -0.6390)
H (1.1992, -1.2365, -2.1534)
H (2.6981, 0.1954, -0.4164)
H (1.6264, 1.0421, -1.4254)
H (1.3270, 0.1322, 1.3516)
H (0.9828, 1.7031, 1.0178)
C (-4.5093, -2.8145, -4.8784)
C (-3.4295, -1.7238, -4.6130)
C (-3.4965, -0.4997, -5.6135)
N (-2.6645, 0.7704, -5.3706)
C (-1.1513, 0.3471, -5.2892)
C (-3.2150, 1.3552, -4.1204)
C (-4.1337, 2.5201, -4.4975)
C (-3.7028, 3.0083, -5.8413)
C (-2.9496, 1.7841, -6.5024)
H (-5.5045, -2.3702, -4.8616)
H (-4.5625, -3.5980, -4.1226)
H (-4.4697, -3.3745, -5.8127)
H (-2.5586, -2.3721, -4.7100)
H (-3.4355, -1.4501, -3.5579)
H (-4.5307, -0.1896, -5.7629)
H (-3.1140, -0.9443, -6.5323)
H (-0.8837, -0.4046, -6.0318)
H (-1.0111, -0.0837, -4.2978)
H (-0.5902, 1.2816, -5.2906)
H (-2.2895, 1.7520, -3.7031)
H (-3.6732, 0.6792, -3.3985)
H (-4.0579, 3.2800, -3.7197)
H (-5.1213, 2.0959, -4.6784)
H (-3.0912, 3.9100, -5.8100)
H (-4.5571, 3.1078, -6.5109)
H (-2.0140, 2.1238, -6.9467)
H (-3.5186, 1.4879, -7.3837)
O (-0.2381, -2.4643, -5.0139)
C (0.6738, -3.4124, -4.8967)
O (0.8454, -4.1184, -5.8641)
O (1.2254, -3.4887, -3.7378)
H (-0.6080, -2.6588, -5.8782)
O (7.1385, 1.5839, -0.4490)
C (6.7708, 0.4191, -1.0090)
O (7.5947, -0.2655, -1.6426)
O (5.6089, 0.1089, -0.7845)
H (6.2622, 1.7238, -0.0827)
O (-1.0342, -4.2970, 2.4456)
C (0.2589, -4.3624, 2.6946)
O (0.8657, -3.3534, 2.9073)
O (0.6520, -5.5022, 2.8754)
H (-1.1405, -5.2511, 2.4461)
O (-3.1260, -4.0373, -0.2372)
C (-3.9070, -3.1081, -0.7211)
O (-4.9625, -3.4260, -1.2503)
O (-3.5657, -1.9381, -0.4051)
H (-2.6873, -3.2680, 0.1334)
O (0.4595, 5.2529, -2.8384)
C (-0.2572, 4.1624, -3.0408)
O (0.2338, 3.0568, -2.7248)
O (-1.2570, 4.3066, -3.7678)
H (-0.0804, 5.6858, -3.5038)
O (-0.6826, 1.8447, 4.7645)
C (-0.6595, 3.0876, 4.2226)
O (-1.7481, 3.7382, 4.0506)
O (0.4449, 3.4969, 3.8185)
H (0.2657, 1.8541, 4.6151)

Force components x, y, z for each atom (eV/Å):
C 1.605 1.024 -0.284
C -1.713 1.622 1.482
C -1.521 0.131 0.041
C 0.298 -0.455 -0.628
C -1.373 -1.072 -0.231
C -2.717 0.873 -1.355
N 7.391 -1.422 -1.446
O -8.366 1.616 3.382
C 2.521 -0.738 0.829
C 1.777 0.498 -1.436
C 0.211 -1.062 -1.850
H -0.515 0.074 -0.482
H 0.230 -0.221 0.631
H 0.100 0.060 0.120
H 0.756 -0.359 0.858
H 0.425 0.803 -0.781
H 0.203 -0.710 0.052
H -0.078 -0.473 0.126
H 0.763 0.032 0.134
H 0.126 -0.486 -0.450
H -0.128 0.164 0.192
H -0.214 -0.199 -0.339
H 0.195 0.249 -0.076
H 0.105 -0.089 -0.378
H 0.007 0.065 1.189
H 0.105 -1.008 0.338
H 0.639 0.671 0.335
H -0.387 -0.416 -0.029
H -0.697 0.396 0.090
C -0.379 -1.181 -0.380
C -0.672 0.721 1.248
C 0.964 -1.758 -2.537
C 1.927 -0.646 1.978
C 0.043 2.460 -1.288
C -2.480 1.393 0.336
N 1.506 -2.883 -1.858
O -1.357 4.156 1.708
C 0.416 -2.486 -0.367
C -0.439 0.543 0.183
C -1.035 0.061 0.951
H 0.361 0.401 0.211
H 0.014 0.275 0.476
H 0.396 0.068 -0.099
H 0.103 -0.175 -0.327
H -0.547 -0.098 -0.479
H -0.205 0.089 -0.265
H 0.282 0.382 0.742
H 0.200 -1.330 -0.174
H 0.805 -0.500 0.535
H -0.254 1.005 -0.096
H 0.072 -0.300 -0.270
H -0.078 0.062 0.086
H -0.184 -0.157 0.058
H 0.453 0.125 -0.001
H 0.256 -0.021 -0.059
H -0.182 0.022 -0.109
H -0.130 -0.056 0.031
H 0.087 -0.178 -0.262
C -0.488 -0.908 0.711
C -1.252 -0.004 -0.669
C 1.174 0.738 0.694
N -0.388 -0.001 -0.140
C -0.990 -0.266 -1.431
C -1.380 -0.074 -0.853
C 2.148 -0.552 -1.462
C -1.008 1.791 1.517
C 0.938 -0.969 -0.628
H -0.140 -0.042 0.139
H 0.304 0.536 -0.437
H 0.341 -0.359 -0.029
H 0.242 0.170 0.203
H -0.095 -0.453 0.379
H 0.369 -0.053 0.289
H -0.372 -0.092 0.490
H 0.698 0.440 0.207
H -0.784 0.378 0.303
H -0.157 -0.328 0.151
H -0.177 0.089 -0.180
H 0.665 -0.058 -0.220
H -0.237 0.245 0.052
H 0.110 -0.158 -0.005
H 0.151 0.035 0.032
H -0.043 0.084 0.331
H 0.178 -0.165 -0.155
H -0.077 -0.141 0.074
C 0.082 0.037 -0.495
C 0.788 -1.194 -0.299
C -0.216 1.773 -0.143
N -1.053 -0.407 0.178
C -1.891 0.506 0.103
C 1.257 -0.094 -0.350
C -0.523 1.183 1.444
C 0.625 -1.012 -0.699
C 0.224 0.622 0.519
H 0.045 -0.662 0.271
H 0.314 -0.092 -0.276
H -0.290 0.092 0.994
H 0.293 0.661 -0.111
H -0.350 -0.304 -0.321
H -0.416 -0.200 -0.446
H 0.685 0.252 -0.443
H 0.431 0.017 0.719
H 0.586 -0.507 -0.329
H -0.248 -0.038 0.317
H 0.742 -0.165 -0.181
H -0.303 -0.859 -0.094
H 0.483 -0.375 -0.031
H -0.216 -0.490 0.110
H 0.161 -0.164 0.014
H -0.362 0.491 0.115
H 0.256 0.363 -0.131
H -0.438 0.146 -0.118
C 1.458 -0.378 -0.104
C -1.696 -1.498 -0.069
C 1.561 2.652 0.413
N -1.074 -1.876 1.688
C 1.323 0.879 -0.774
C -0.211 -0.410 -0.332
C 1.392 0.121 0.829
C 0.210 1.379 -0.014
C 1.330 -1.130 -0.598
H 0.023 0.067 -0.021
H -0.058 -0.169 0.151
H -0.166 -0.215 0.324
H -0.318 -0.055 0.120
H 0.197 0.232 -0.919
H -0.212 0.069 -0.193
H 0.313 -0.458 0.019
H 0.035 -0.295 -0.558
H 0.247 0.021 -0.263
H -0.560 0.069 0.115
H 0.317 0.163 0.095
H -1.012 1.023 0.463
H -0.054 0.132 0.207
H -0.711 0.016 -0.093
H 0.051 -0.204 0.236
H -0.456 -0.078 -0.319
H -1.039 -0.737 0.443
H -0.812 0.386 -0.787
C -1.148 0.721 0.037
C 0.007 -0.781 -0.143
C 0.594 -1.705 -0.229
N -0.907 -2.596 -1.504
C -1.186 0.949 1.088
C 1.657 2.016 0.698
C -0.006 -1.039 0.237
C 0.816 -0.883 -1.516
C 0.663 1.650 0.590
H -0.315 0.089 -0.090
H 0.531 0.311 0.411
H 0.567 0.416 -0.306
H 0.807 0.992 -0.150
H -0.200 0.166 0.038
H -0.015 0.142 0.060
H -0.242 0.379 -0.371
H -0.254 0.458 -0.085
H -0.095 -0.219 -0.166
H 0.096 -0.120 -0.323
H -0.244 0.438 0.781
H 0.283 -0.442 -0.519
H -0.430 -0.079 -0.050
H -0.452 0.273 0.744
H 0.025 -0.204 0.014
H -0.085 0.778 0.261
H 0.272 -0.228 0.482
H -0.180 -1.218 0.607
O -2.697 2.868 -0.210
C 3.463 -2.083 4.806
O 0.214 -1.358 -2.445
O -0.936 0.626 -1.782
H -0.086 -0.014 -0.439
O 0.708 1.347 0.384
C 1.997 -2.475 -1.586
O 0.336 0.681 0.111
O -2.905 -0.526 0.543
H -0.257 1.024 0.694
O -2.768 0.639 -1.087
C 0.320 -1.100 1.501
O 2.332 4.772 0.269
O 1.555 -3.337 0.091
H -1.170 -0.492 -0.342
O 1.093 -0.973 0.141
C -2.980 0.848 -0.174
O -2.136 -0.344 -1.927
O 0.455 1.819 -0.291
H 2.865 -0.674 1.926
O 0.782 1.942 0.554
C 0.814 -5.245 -1.016
O -0.250 0.268 1.128
O -1.862 0.723 -0.546
H 0.191 2.048 -0.271
O 0.259 -0.121 0.254
C -4.381 4.070 -2.111
O 1.336 -1.730 0.879
O 1.762 -0.420 0.022
H 1.225 -1.779 0.579